DFT (wB97M-V/def2-TZVPD) results for a 2-piece molecular cluster, C3H9NO2S overall.

Cartesian coordinates (Å):
N  -0.493  0.134  1.022
C  0.591  -0.455  0.285
C  1.123  0.531  -0.817
O  0.389  1.373  -1.200
C  1.682  -0.585  1.280
S  1.282  -2.141  2.080
H  -0.549  1.175  0.801
H  -1.283  -0.302  0.614
H  0.303  -1.348  -0.260
H  2.186  0.508  -1.217
H  1.727  0.303  1.877
H  2.694  -0.687  1.022
H  0.368  -1.667  2.915
O  -4.582  2.845  -4.073
H  -3.955  2.248  -4.290
H  -5.382  2.400  -4.198

The energy is -19675.6702 eV. The HOMO energy is -8.8 eV. Its relative energy (zero: lowest compared OMol25 entry of this formula, charge and spin) is 264.7 kJ/mol. The spin multiplicity is 1. The value obtained for the frontier orbital gap is 9.635 eV.